Entry 1:
Formula: CH5N2S
Source: the Open Molecules 2025 dataset
Level of theory: the ωB97M-V functional and the def2-TZVPD basis

XYZ file:
```
9
Properties=species:S:1:pos:R:3
C -0.8189 -0.0070 -0.1359
N -1.1049 1.1908 0.7819
N 0.8087 0.0509 -0.2843
S -1.5974 1.3388 -0.8693
H -1.1440 -1.0350 -0.0086
H -1.7304 1.1612 1.5903
H 0.8941 1.0574 -0.0537
H 0.9530 -0.0629 -1.2672
H 1.3417 -0.6718 0.2597
```

**2S+1**: 1
**SMILES string**: [NH3+][C@H]1NS1
**Total charge**: +1
**Frontier orbital gap**: 9.9 eV

=====

Entry 2:
Formula: CH5N2S
Source: the Open Molecules 2025 dataset
Level of theory: the ωB97M-V functional and the def2-TZVPD basis

XYZ file:
```
9
Properties=species:S:1:pos:R:3
C -0.4787 0.4483 0.0317
N -0.9635 0.5184 -1.1927
N 0.3930 -0.5665 0.1530
S 0.8239 -1.0516 1.6438
H -0.3461 -0.2834 2.0304
H -1.6976 1.2562 -1.4950
H -0.6969 -0.1760 -1.9966
H 0.6695 -0.9388 -0.6986
H 1.6896 -0.1299 1.8858
```

**2S+1**: 1
**Total charge**: +1
**Frontier orbital gap**: 9.1 eV

=====

Entry 3:
Formula: CH5N3
Source: the Open Molecules 2025 dataset
Level of theory: the ωB97M-V functional and the def2-TZVPD basis

XYZ file:
```
9
Properties=species:S:1:pos:R:3
C -2.3257 0.2425 0.5681
N 1.9762 0.4459 0.2670
N -0.4845 -0.1928 -0.8929
N -1.3788 -0.0133 -0.2398
H -2.0997 0.8438 1.5203
H -3.3181 -0.0820 0.2805
H 2.8189 0.6992 0.7533
H 1.5990 1.2848 -0.1502
H 2.3113 0.0916 -0.6200
```

**2S+1**: 1
**Total charge**: 0
**Frontier orbital gap**: 9.5 eV

=====

Entry 4:
Formula: CH5N3
Source: the Open Molecules 2025 dataset
Level of theory: the ωB97M-V functional and the def2-TZVPD basis

XYZ file:
```
9
Properties=species:S:1:pos:R:3
C -0.9627 -0.4703 -0.2865
N 0.4899 -0.6423 -0.0299
N 1.3724 0.4792 0.0315
N -1.3672 0.7254 -0.2559
H 0.8872 -1.4165 -0.5546
H -0.5232 -1.3308 0.5607
H 0.8000 1.2903 -0.2099
H 1.6856 0.5866 0.9918
H -2.3821 0.7786 -0.2472
```

**2S+1**: 1
**Total charge**: 0
**Frontier orbital gap**: 9.8 eV

=====

Entry 5:
Formula: CH5N3
Source: the Open Molecules 2025 dataset
Level of theory: the ωB97M-V functional and the def2-TZVPD basis

XYZ file:
```
9
Properties=species:S:1:pos:R:3
N -0.7592 1.3428 -0.9466
N 0.4145 -1.4162 0.5161
C 0.2025 -0.0166 0.3786
N -1.0555 0.3709 -0.1709
H -1.6000 1.8974 -1.1738
H 0.7639 0.8032 -0.4705
H 0.3333 -1.8961 -0.3719
H 1.3019 -1.6351 0.9498
H 0.3987 0.5497 1.2892
```

**2S+1**: 1
**SMILES string**: [H]/N=N/CN
**Total charge**: 0
**Frontier orbital gap**: 9.4 eV

=====

Entry 6:
Formula: CH5N3O
Source: the Open Molecules 2025 dataset
Level of theory: the ωB97M-V functional and the def2-TZVPD basis

XYZ file:
```
10
Properties=species:S:1:pos:R:3
C -0.2858 -0.4065 -0.1916
H 2.5012 0.6715 -0.8899
H 1.4403 -0.4586 -1.8099
H -0.4539 -1.2545 -0.9054
H -1.4167 -1.3049 1.2701
H -1.2037 1.5106 1.4326
N 1.4745 0.5432 -1.2227
N 0.5691 0.5118 -0.1948
N -1.4267 -0.3740 0.7201
O -1.1982 0.5614 1.7914
```

**2S+1**: 1
**SMILES string**: N/N=C/NO
**Total charge**: 0
**Frontier orbital gap**: 9.6 eV

=====

Entry 7:
Formula: CH5N3O
Source: the Open Molecules 2025 dataset
Level of theory: the ωB97M-V functional and the def2-TZVPD basis

XYZ file:
```
10
Properties=species:S:1:pos:R:3
C -1.0836 0.3611 0.1743
H 2.1617 0.1953 0.1787
H 1.3825 -1.3672 0.3032
H 0.0617 0.1831 1.8600
H -1.2821 0.1732 -1.9166
H 0.2840 -0.0081 -1.2622
N 1.3254 -0.3317 0.2292
N 0.1189 0.2318 0.8848
N -0.8102 -0.1714 -1.0303
O -2.1583 0.7340 0.5789
```

**2S+1**: 1
**SMILES string**: NNC(N)=O
**Total charge**: 0
**Frontier orbital gap**: 10.5 eV

=====

Entry 8:
Formula: CH5N3O2
Source: the Open Molecules 2025 dataset
Level of theory: the ωB97M-V functional and the def2-TZVPD basis

XYZ file:
```
11
Properties=species:S:1:pos:R:3
C -1.3232 -0.7051 -1.2480
N -0.5485 0.4227 -0.5076
N 1.5423 0.3159 0.9381
N -0.0417 0.1619 0.6510
O 1.6740 0.4006 2.2977
O 2.6481 0.6119 0.3549
H -0.6261 -1.4916 -1.4143
H -2.1519 -0.9794 -0.5291
H -1.6141 -0.1466 -2.1519
H -0.3834 1.2371 -1.0773
H 0.8244 0.1726 2.6866
```

**2S+1**: 1
**SMILES string**: CN/N=[N+](\[O-])O
**Total charge**: 0
**Frontier orbital gap (spin up / spin down)**: 8.7 / 8.0 eV